Formula: C25H54F3N3O3S
Source: OMol25
Level of theory: ωB97M-V with the def2-TZVPD basis set

Positions of all 89 atoms, in Å:
H1 3.681 5.607 -2.904
C1 -1.386 1.279 3.983
O1 1.326 -0.824 0.377
H2 -3.477 2.965 4.371
H3 -2.343 1.020 4.429
H4 2.959 1.482 -5.266
H5 -0.015 -5.751 -1.263
C2 2.998 5.019 -2.285
H6 -1.009 3.142 1.160
H7 -3.262 -6.484 -0.030
C3 -0.162 -5.098 -0.398
H8 0.708 -5.253 0.238
H9 3.364 1.202 -3.554
F1 3.040 0.094 2.571
H10 -3.746 -5.709 1.942
H11 0.547 0.330 3.691
H12 -1.149 -3.611 -1.598
C4 -1.940 -6.771 2.431
C5 -0.929 3.007 2.239
H13 -2.593 -7.644 2.437
C6 -1.016 -0.557 2.510
H14 -1.350 3.865 2.743
H15 -5.678 2.914 2.235
H16 4.873 3.256 -4.506
H17 0.840 -2.424 -2.280
C7 -0.291 -3.676 -0.922
H18 0.116 2.811 2.461
H19 -1.974 -1.073 2.648
C8 -3.179 1.999 2.420
H20 2.786 4.629 -0.133
S1 2.166 0.335 0.130
C9 -2.750 -5.458 2.294
H21 -3.414 4.033 3.017
H22 1.143 1.031 -2.945
H23 -2.364 -3.819 0.842
C10 1.220 1.410 -3.963
C11 -1.258 0.645 1.622
H24 3.219 6.260 -0.589
H25 -0.998 -4.290 1.858
H26 1.374 4.720 -4.258
O2 2.816 0.331 -1.165
C12 3.395 5.203 -0.827
F2 4.367 1.189 1.265
H27 -2.001 -6.831 -1.261
H28 1.322 -4.104 -2.324
H29 -0.308 -1.241 2.049
C13 1.521 3.718 -4.652
O3 1.534 1.607 0.450
H30 -3.639 1.039 2.670
N1 -1.353 -5.647 0.339
H31 -5.668 2.092 3.759
N2 2.808 3.199 -4.093
C14 0.460 2.738 -4.177
H32 -3.388 2.251 1.382
H33 1.591 3.809 -5.733
H34 -0.376 1.028 1.117
H35 3.981 3.154 -2.340
C15 -1.888 -4.657 1.344
F3 4.210 -0.975 1.099
C16 -2.422 -6.087 -0.594
C17 3.968 3.711 -4.894
H36 -2.808 -5.224 -1.132
H37 4.463 5.105 -0.637
H38 0.124 3.080 -3.198
C18 -0.508 0.065 3.802
H39 -1.046 -7.715 0.664
H40 1.810 -3.112 -0.983
N3 -1.705 1.774 2.566
H41 0.886 0.629 -4.642
H42 2.030 5.497 -2.455
H43 -0.462 -2.971 -0.107
H44 -0.958 2.113 4.532
C19 2.693 1.719 -4.236
H45 -2.816 -4.889 3.218
H46 3.978 4.793 -4.836
C20 -5.309 2.995 3.262
C21 3.543 0.151 1.324
H47 -0.550 -0.598 4.664
H48 -1.464 -6.843 3.408
H49 2.242 3.034 -2.058
C22 -3.787 3.054 3.328
H50 0.056 -6.654 1.562
H51 -2.080 0.464 0.933
H52 -5.770 3.879 3.692
C23 0.978 -3.305 -1.659
H53 3.795 3.427 -5.928
C24 3.009 3.542 -2.643
H54 -0.377 2.651 -4.859
C25 -0.973 -6.803 1.250

The highest occupied orbital energy comes out at -13.67 eV. The charge is +2. The LUMO energy is -0.14559 Ha. As for the molar mass: 533.79 g/mol. Its spin multiplicity is 1.